Below is a structure of composition C22H29Br2N10O5SW, with properties calculated with the ωB97M-V functional and the def2-TZVPD basis.

Geometry as XYZ:
```
70
Properties=species:S:1:pos:R:3:lowdin_spin:R:1
W 0.153 -0.129 -0.811 1.649
N 1.960 1.194 -0.476 0.021
C 2.267 2.109 0.665 0.004
C 2.620 1.390 1.955 0.000
N 1.444 0.763 2.551 0.009
H 2.818 0.688 -0.674 0.005
H 1.809 1.781 -1.295 0.002
H 1.412 2.761 0.834 0.000
H 3.108 2.737 0.366 -0.001
H 3.106 2.116 2.614 0.000
H 3.366 0.617 1.747 0.000
H 0.831 1.474 2.937 0.000
H 1.706 0.170 3.330 0.000
Br -1.996 -3.655 2.132 0.007
C -2.185 -1.797 2.263 0.024
C -3.072 -1.242 3.207 -0.007
C -3.250 0.104 3.303 0.019
Br -4.456 0.798 4.575 0.004
C -2.543 0.986 2.446 -0.002
C -2.668 2.387 2.407 0.025
C -1.950 3.101 1.484 -0.005
C -1.106 2.436 0.588 0.025
N -0.932 1.130 0.618 -0.010
C -1.640 0.409 1.536 0.003
C -1.461 -0.980 1.436 -0.005
O -0.632 -1.396 0.490 0.068
H -3.627 -1.907 3.854 -0.001
H -3.338 2.884 3.094 0.001
H -2.039 4.176 1.418 -0.001
H -0.572 2.980 -0.176 0.001
N -0.782 3.166 -3.586 0.002
C -0.177 2.032 -3.236 0.007
O -0.128 1.724 -1.989 0.013
C 0.428 1.211 -4.225 0.008
C 0.947 0.095 -3.594 0.029
N 1.194 -0.660 -2.743 0.013
C 0.408 1.515 -5.603 0.001
N 0.353 1.857 -6.701 0.002
H -0.844 3.436 -4.555 0.000
H -1.310 3.678 -2.901 0.000
C 1.940 -2.111 1.215 0.004
N 1.762 -1.833 -0.266 0.000
C 3.170 -1.687 -0.807 0.001
N 3.996 -2.843 -0.561 -0.001
C 4.092 -3.055 0.884 0.000
N 2.770 -3.262 1.471 0.001
C 2.162 -4.441 0.845 0.000
N 2.049 -4.259 -0.600 0.001
C 1.205 -3.129 -0.881 0.005
C 3.375 -4.027 -1.164 0.000
H 0.958 -2.269 1.643 0.000
H 2.394 -1.225 1.652 0.001
H 3.643 -0.850 -0.283 0.000
H 3.112 -1.488 -1.872 0.000
H 4.562 -2.183 1.345 0.000
H 4.713 -3.929 1.078 0.000
H 1.169 -4.600 1.267 0.000
H 2.783 -5.312 1.054 0.000
H 0.215 -3.279 -0.461 0.000
H 1.121 -2.973 -1.951 0.001
H 3.288 -3.881 -2.241 0.000
H 4.010 -4.892 -0.974 0.000
C -3.205 -1.104 -3.499 0.001
S -2.348 -1.600 -2.044 0.011
O -3.293 -2.126 -1.111 0.004
O -1.213 -2.407 -2.432 0.014
O -1.777 -0.246 -1.532 0.043
H -4.029 -0.454 -3.215 0.000
H -3.581 -2.011 -3.968 0.000
H -2.511 -0.592 -4.161 0.000
```

Results
- total charge = +1
- spin multiplicity = 3
- largest force on an atom (eV/Å) = 0.53
- lowest unoccupied orbital energy (alpha / beta) (eV) = -3.38 / -3.92
- HOMO-LUMO gap (alpha / beta) (eV) = 7.2 / 7.1
- ⟨S²⟩ = 2.016
- energy relative to the best compared isomer or geometry (same formula, charge and spin) (kJ/mol) = 134.9